# C37H36BrIrN5P2S5

A structure of composition C37H36BrIrN5P2S5 in a non-equilibrium geometry (ωB97M-V/def2-TZVPD, OMol25).

XYZ file:
```
87
C37H36BrIrN5P2S5 ωB97M-V/def2-TZVPD
Ir 0.68957 -1.30404 0.62603
S 2.59495 -0.06238 -0.80844
P 1.21834 1.39201 -0.68786
C -0.19395 0.40511 -0.24804
P -1.85827 0.69814 -0.86021
S -2.25986 -0.80013 -2.08954
C -2.24180 2.29011 -1.65105
C -2.39838 2.36486 -3.02938
C -2.74238 3.57248 -3.61533
C -2.92018 4.70530 -2.83494
C -2.77864 4.62786 -1.45726
C -2.45380 3.42077 -0.86051
C -2.91031 0.74620 0.61300
C -2.47048 1.43824 1.74049
C -3.32810 1.61234 2.81510
C -4.61255 1.08902 2.76831
C -5.03457 0.37334 1.65555
C -4.18953 0.20729 0.56871
C 1.28999 2.29477 -2.24660
C 1.00126 1.57209 -3.40382
C 1.12780 2.17562 -4.64080
C 1.53818 3.49890 -4.72654
C 1.84838 4.21045 -3.57769
C 1.74128 3.61028 -2.33212
C 1.48768 2.53547 0.68857
C 2.37379 2.19383 1.70474
C 2.58920 3.07645 2.75128
C 1.91507 4.28953 2.79115
C 1.00340 4.61428 1.79474
C 0.77940 3.73769 0.74628
H -2.27884 1.47835 -3.63671
H -2.87623 3.62317 -4.68785
H -3.19408 5.64366 -3.29875
H -2.93857 5.50215 -0.83960
H -2.40498 3.35126 0.21738
H -1.46065 1.83599 1.77107
H -2.99475 2.15739 3.68908
H -5.28831 1.24145 3.59938
H -6.03244 -0.04413 1.62596
H -4.52139 -0.32631 -0.31406
H 0.69675 0.53310 -3.32893
H 0.89691 1.61745 -5.53863
H 1.62549 3.97463 -5.69444
H 2.18724 5.23555 -3.64493
H 2.03608 4.15460 -1.44761
H 2.90793 1.25334 1.65003
H 3.29759 2.82566 3.52983
H 2.09845 4.98461 3.59955
H 0.47472 5.55769 1.82801
H 0.07352 3.99582 -0.03163
C 4.65844 -4.42966 1.22008
C 4.80219 -2.91675 0.99109
C 3.87339 -2.15138 1.86892
N 2.67910 -1.78983 1.55973
N 1.98941 -1.13059 2.52058
C 2.66124 -0.99312 3.63150
N 2.23051 -0.36143 4.72995
S 4.26348 -1.68861 3.50866
H 5.31195 -4.97226 0.53911
H 3.63167 -4.74888 1.05508
H 4.93627 -4.69175 2.24109
H 4.57330 -2.66545 -0.04520
H 5.82807 -2.61570 1.20331
H 1.27425 -0.05836 4.78410
H 2.78703 -0.35855 5.56533
S 0.77831 -3.99503 0.98914
C 0.95439 -4.46861 -0.60970
N 1.00660 -5.73409 -1.00036
C 1.00634 -6.01212 -2.43301
C 1.46067 -4.72947 -3.12165
S 1.06364 -3.37314 -1.94973
H 0.88418 -6.47966 -0.33071
H 0.00223 -6.30378 -2.74881
H 1.68972 -6.83050 -2.65346
H 0.93820 -4.54687 -4.05598
H 2.53397 -4.71048 -3.29555
Br -1.23797 -0.77203 3.36465
C -2.08124 -1.87888 2.09113
C -3.27112 -2.48608 2.44526
C -3.85417 -3.35339 1.53834
C -3.23515 -3.56640 0.31750
C -2.05962 -2.89954 0.04615
N -1.47601 -2.06363 0.91191
H -3.71689 -2.29228 3.40904
H -4.77564 -3.85974 1.79226
H -3.66519 -4.22667 -0.42104
H -1.55549 -3.02655 -0.89966
```

For the LUMO energy (spin up / spin down), the calculation gives -0.26119 / -0.25366 hartree. The value obtained for the largest force on an atom is 4.6 eV Å⁻¹. For the HOMO energy (spin up / spin down), the calculation gives -12.67 / -12.71 eV. For the gap between HOMO and LUMO (spin up / spin down), the calculation gives 5.563 / 5.803 eV. The energy above the lowest of the compared OMol25 structures with the same formula, charge and spin is 4.674 eV. As for the multiplicity: 2. As for the charge: +2.